Formula: C13H19P2W
Source: the Open Molecules 2025 dataset
Level of theory: the ωB97M-V functional and the def2-TZVPD basis

The LUMO energy (alpha / beta) comes out at -4.33 / -4.24 eV. The value obtained for the electronic energy is -34179.5923 eV. Its frontier orbital gap (alpha / beta) is 0.216 / 0.240 Eh. The expectation value of S² is 2.070. For the HOMO energy (alpha / beta), the calculation gives -10.21 / -10.77 eV. Its relative energy (zero: lowest compared OMol25 entry of this formula, charge and spin) is 1.798 eV.

```
! RIJCOSX wB97M-V def2-TZVPD def2/J DEFGRID3
* xyz 1 3
W -0.09993 -1.40074 -0.48184
P -0.70419 -1.48496 1.67544
P 2.08676 -0.70668 -0.41401
C -0.54049 1.92411 0.21529
C -0.26624 0.74768 -0.65597
C 2.07391 -4.39475 2.35895
C -1.91347 2.06482 0.48764
C 2.24443 -2.88690 4.24708
C -1.04122 -0.17174 2.88844
C -2.64801 0.98842 -0.05351
C 2.69185 -4.01255 3.55151
C 0.97275 -3.67458 1.88648
C 0.56434 -2.51464 2.55203
C 1.19901 -2.11459 3.74114
C -2.21600 -2.46707 1.87116
C -1.77959 0.03536 -0.78683
H 0.45434 -4.00962 0.97881
H -2.31713 -2.59624 2.95739
H 2.70678 -2.60003 5.19509
H -3.73697 0.86477 0.00398
H 2.42779 -5.25837 1.79714
H -2.09743 -0.16579 -1.82470
H -2.33670 2.84557 1.11848
H -2.11776 -3.43985 1.37745
H 2.51065 0.64814 -0.69686
H -2.02523 0.28679 2.70192
H 2.71805 -0.81606 0.88122
H 0.86652 -1.22610 4.28021
H -0.26619 0.60825 2.87486
H 0.27091 2.57838 0.55583
H -1.05631 -0.69418 3.85799
H 0.15780 0.98168 -1.64491
H 3.52205 -4.60242 3.94561
H -3.08220 -1.92497 1.46810
H 3.03018 -1.40508 -1.25471
*
```

Mulliken atomic charge list, values in e, 2 entries:
1. W 0.439
2. P 1.134

Formula: C13H20
Source: the Open Molecules 2025 dataset
Level of theory: the ωB97M-V functional and the def2-TZVPD basis

The LUMO energy comes out at 0.81 eV. The value obtained for the electronic energy is -13798.1931 eV. Its frontier orbital gap is 0.291 Eh. The SMILES is C=C(C)[C@@]12[C@@]3(C)C[C@]31[C@@]2(C)C(C)C. For the HOMO energy, the calculation gives -7.12 eV. Its relative energy (zero: lowest compared OMol25 entry of this formula, charge and spin) is 6.612 eV.

```
! RIJCOSX wB97M-V def2-TZVPD def2/J DEFGRID3
* xyz 0 1
C -0.65503 1.89733 -1.26983
C -2.85620 -1.16284 0.31206
C 0.78464 0.39273 -0.21540
C -0.73159 0.91014 -0.20929
C 0.35479 1.86681 -0.13711
C 2.73859 0.62107 -1.69192
C -1.29601 -1.42590 0.07431
C -0.87179 -2.80772 0.69049
C -0.53958 0.02169 2.11585
C -0.55507 -0.22884 0.61505
C 1.68491 -0.26145 -1.15408
C 0.91847 3.01209 0.67009
C 1.85582 -1.60501 -1.25828
H 0.25946 0.74643 2.32062
H 3.54120 0.52908 -1.09206
H -1.45690 -3.46867 0.11322
H -0.33876 1.68940 -2.26866
H 2.42155 1.57365 -1.50840
H -2.96235 -1.03811 1.41173
H -3.47555 -1.91804 -0.11526
H 1.02791 -2.20597 -0.97171
H -1.48920 0.36116 2.40776
H -3.08745 -0.29187 -0.14047
H 1.56373 3.60555 0.04630
H 2.80833 -2.07457 -1.55836
H -1.19906 -1.46083 -0.91168
H -0.40924 -0.82715 2.90870
H 1.51871 2.82705 1.48983
H 2.83554 0.50851 -2.74872
H -1.39893 2.69081 -1.18743
H 0.06167 -3.09297 0.45236
H -1.06130 -2.88614 1.71791
H 0.00869 3.50258 1.09238
*
```

Mulliken atomic charge list, values in e, 2 entries:
1. C -0.459
2. C -1.619

Formula: C13H20AsF9KN2O5S2
Source: the Open Molecules 2025 dataset
Level of theory: the ωB97M-V functional and the def2-TZVPD basis

The LUMO energy comes out at 1.48 eV. The value obtained for the electronic energy is -150322.0022 eV. Its frontier orbital gap is 0.285 Eh. For the HOMO energy, the calculation gives -6.29 eV.

```
! RIJCOSX wB97M-V def2-TZVPD def2/J DEFGRID3
* xyz -1 1
As 3.44695 4.32360 -0.80321
K 1.26544 0.98961 -0.20624
S 0.60053 2.89112 3.26557
S 0.72993 -2.98844 0.39733
F 1.05801 1.84861 5.69502
F 3.46396 3.09082 0.45785
F 4.51060 3.35059 -1.79834
F -0.65175 3.20351 5.63558
F 4.83418 5.10644 -0.11745
F 2.07714 3.45947 -1.53936
F 3.35480 5.51180 -2.08457
F -0.86851 1.21504 4.81077
F 2.32144 5.24049 0.12732
O 0.61935 1.71659 2.38961
O 1.15519 -1.59574 0.36073
O -0.42844 3.85471 2.96150
O 1.93003 3.37504 3.56115
O -0.41741 -3.37528 1.18092
N -3.44492 -2.44399 -0.73729
N -2.67178 1.03218 -3.02625
C -3.53296 1.20912 0.42709
C -0.68163 0.08648 -3.09289
C -2.32969 0.46279 0.92569
C -2.01532 -0.17223 -3.10244
C 2.38658 -5.01412 -0.27032
C 1.90213 -4.34478 -1.58693
C -2.61487 -1.01435 1.27278
C 0.62635 -3.56704 -1.31892
C -3.05507 -1.79750 0.12720
C 0.01477 2.24565 4.96861
C 2.10123 -4.04230 0.88993
C -1.75104 2.05515 -2.98410
C -0.49936 1.48177 -2.92126
H -1.99745 0.86986 1.88457
H 2.94884 -3.40818 1.15610
H -4.42956 1.28378 1.05345
H -3.95742 0.67808 -0.43951
H -3.67202 1.05294 -3.04242
H -1.65785 -1.40951 1.60910
H -3.41283 2.22248 0.03970
H 1.83873 -5.92697 -0.04598
H 1.66039 -5.13622 -2.29820
H -0.26926 -4.17255 -1.45191
H 0.49236 1.90981 -2.92179
H -2.58388 -1.08760 -3.13465
H -2.12399 3.06473 -2.97611
H 1.82573 -4.51923 1.82841
H 0.44743 -2.66015 -1.89644
H -3.38485 -1.06491 2.04050
H -1.48084 0.55793 0.24556
H 2.76907 -3.82376 -1.98830
H 0.09433 -0.66166 -3.15827
H 3.45721 -5.16367 -0.36890
*
```

Mulliken atomic charge list, values in e, 2 entries:
1. As 2.071
2. K 1.189

Formula: C13H20F3N2O7PPbS2
Source: the Open Molecules 2025 dataset
Level of theory: the ωB97M-V functional and the def2-TZVPD basis

The LUMO energy comes out at -0.24 eV. The value obtained for the electronic energy is -75479.8330 eV. Its frontier orbital gap is 0.312 Eh. For the HOMO energy, the calculation gives -8.74 eV. Its relative energy (zero: lowest compared OMol25 entry of this formula, charge and spin) is 0.055 eV.

```
! RIJCOSX wB97M-V def2-TZVPD def2/J DEFGRID3
* xyz 0 1
Pb -0.41805 -0.41462 0.11191
S 1.11699 -1.30679 -3.24645
S 2.12644 -0.11903 -0.87553
P -1.26932 1.99019 -1.28354
F 1.40767 -3.89840 -3.46207
F 2.99094 -2.75002 -4.39627
F 1.02737 -2.83306 -5.31073
O 2.15549 -1.37267 -2.11092
O -0.92377 0.65521 6.25782
O 1.28506 -0.18020 -4.10336
O -1.49704 -1.24382 2.21227
O 0.39274 2.45498 6.24798
O -1.69269 -0.99355 4.42842
O -0.19914 -1.60274 -2.75727
N 0.89695 2.28287 3.59784
N 0.20676 0.93950 2.03601
C -2.54086 3.10928 0.96075
C -0.15242 1.52953 5.68449
C 1.05906 3.29482 -2.29936
C 0.96590 1.99312 2.29127
C -1.70797 3.46521 -0.27390
C -0.30779 2.72415 -2.67123
C 1.68802 -2.80793 -4.15932
C -1.26347 -0.67051 3.30539
C -2.80304 0.46896 -3.10824
C 1.78534 2.74606 1.30300
C -0.35606 0.53369 3.23155
C 0.07363 1.37714 4.21741
C -2.87160 1.62826 -2.11287
H 1.37284 3.00865 4.11468
H -3.59238 1.39046 -1.32669
H 1.51249 3.74386 -3.18367
H -3.78408 0.29894 -3.55141
H -2.70347 3.99245 1.57862
H -0.17761 1.93186 -3.41070
H -2.09653 0.66944 -3.91434
H 1.72589 2.51020 -1.94866
H -0.93876 3.50220 -3.11103
H -3.20293 2.54544 -2.60641
H -2.48972 -0.45489 -2.62176
H -2.24061 4.17322 -0.91392
H -1.26687 -0.04799 5.58343
H -3.51884 2.71538 0.68169
H -2.03768 2.35742 1.57158
H -0.76983 3.93426 0.03116
H 0.98609 4.07140 -1.53476
H 2.82192 2.81128 1.63578
H 1.76048 2.22909 0.34577
H 1.41160 3.76324 1.17828
*
```

Mulliken atomic charge list, values in e, 2 entries:
1. Pb 1.010
2. S 1.363

Formula: C13H20F8NO6P
Source: the Open Molecules 2025 dataset
Level of theory: the ωB97M-V functional and the def2-TZVPD basis

The LUMO energy comes out at 0.43 eV. The value obtained for the electronic energy is -58608.8738 eV. Its frontier orbital gap is 0.404 Eh. The SMILES is C[C@@H](F)CP(C)(O)(F)OC#N.CCOC(=O)C(F)(F)F.CCOC(=O)C(F)(F)F. For the HOMO energy, the calculation gives -10.55 eV.

```
! RIJCOSX wB97M-V def2-TZVPD def2/J DEFGRID3
* xyz 0 1
P -0.07980 3.67881 -0.30487
F -1.53659 2.20237 -3.05201
F -2.32084 1.08131 0.67175
F 2.18582 -4.34545 -3.43547
F -2.70523 -1.02236 0.33635
F -0.35347 4.51207 -1.79240
F 3.62231 -3.17352 -4.54681
F -4.17901 0.44489 -0.23068
F 1.83344 -2.24271 -3.77157
O 0.34882 2.93137 1.21901
O 4.29371 -3.85614 -1.79762
O 1.20251 4.81829 -0.00878
O -3.05088 -0.53331 2.98236
O -5.00669 0.44146 2.40859
O 3.49027 -1.75217 -1.61592
N 2.93142 2.63862 1.27059
C -1.83551 4.08245 0.31995
C -4.47033 -1.81250 4.48928
C 2.79330 -3.14074 -3.48142
C 0.15289 1.99901 -1.13427
C 0.17515 0.46068 -3.24797
C 1.76418 2.94044 1.38701
C 3.53732 -2.81115 -2.18904
C 4.21472 -3.77860 0.63339
C -0.16115 1.96161 -2.70512
C 5.07528 -3.65437 -0.60910
C -3.28547 0.13262 0.72447
C -3.91212 0.03423 2.11404
C -3.51096 -0.64772 4.33859
H 4.82486 -3.69738 1.53503
H -5.37593 -1.65991 3.89772
H 0.71894 5.68650 -0.05298
H -2.56750 4.00667 -0.55898
H -4.76030 -1.94086 5.53392
H 0.15892 0.51150 -4.40251
H -1.83646 5.09900 0.83710
H -0.71270 -0.22625 -2.96987
H -2.62661 -0.82132 4.95571
H 1.16538 0.05838 -2.85107
H -3.95850 0.29257 4.67322
H 5.84106 -4.43324 -0.60184
H -2.10863 3.21166 1.02678
H 0.59186 2.64801 -3.22122
H -0.52167 1.23991 -0.58284
H 3.44920 -2.99995 0.66544
H 3.69165 -4.73846 0.64297
H -4.00981 -2.73713 4.13169
H 1.22923 1.60297 -0.98170
H 5.59393 -2.69217 -0.64891
*
```

Mulliken atomic charge list, values in e, 2 entries:
1. P 1.125
2. F -0.345

Formula: C13H20MoNOS9Sb
Source: the Open Molecules 2025 dataset
Level of theory: the ωB97M-V functional and the def2-TZVPD basis

The LUMO energy (alpha / beta) comes out at 1.83 / 1.84 eV. The value obtained for the electronic energy is -123254.2460 eV. Its frontier orbital gap (alpha / beta) is 0.180 / 0.178 Eh. The expectation value of S² is 0.758. For the HOMO energy (alpha / beta), the calculation gives -3.07 / -3.01 eV. Its relative energy (zero: lowest compared OMol25 entry of this formula, charge and spin) is 2.732 eV.

```
! RIJCOSX wB97M-V def2-TZVPD def2/J DEFGRID3
* xyz -1 2
Sb 1.60965 -4.42596 0.54069
Mo -0.10736 0.42731 0.03034
S -0.63751 -3.54355 -0.73514
S -1.14705 -5.02636 -1.95654
S 0.16100 2.48142 -1.20194
S 2.28068 -0.30898 -2.36019
S 1.89151 1.33157 1.21840
S -1.19924 -1.16899 1.54608
S 2.99014 -4.19656 -1.31623
S 1.89639 -2.54729 1.90013
S -1.23537 -0.33809 -2.01483
O -1.70117 1.59887 0.75399
N -2.74935 0.99297 1.36188
C -1.44767 1.24817 -2.90616
C 2.28404 2.90258 0.35565
C -2.65347 -0.30422 1.72366
C 2.18303 -0.75183 -0.60007
C -0.18736 2.10624 -2.94469
C -4.93104 -0.10127 2.54702
C 1.91244 2.94060 -1.12683
C -3.82897 -0.85750 2.31565
C 1.21419 -1.61025 -3.00242
C -0.26077 -1.26892 -3.26173
C -3.81979 1.78260 1.61230
C 2.98429 0.14645 0.33298
C -4.92796 1.27339 2.20389
H -3.69677 2.80479 1.28928
H -0.79804 -2.21170 -3.38469
H -2.22433 1.75604 -2.32947
H 2.05701 3.94490 -1.52821
H -5.81129 -0.55135 2.98744
H 3.42531 -0.48913 1.10079
H 1.32460 -2.46711 -2.33473
H 2.49536 2.22605 -1.70612
H 1.14534 -0.94969 -0.23480
H -1.83530 1.05262 -3.90675
H -0.37154 -0.68812 -4.17972
H 3.34849 3.09591 0.49283
H -0.34998 3.02927 -3.50225
H 3.76563 0.70597 -0.18371
H -3.79097 -1.90936 2.56347
H 1.64381 -1.91273 -3.95820
H -5.76913 1.92127 2.40008
H 0.65707 1.55296 -3.35576
H 1.72408 3.66184 0.90477
H 2.54825 -1.79063 -0.54227
*
```

Mulliken atomic charge list, values in e, 2 entries:
1. Sb 0.460
2. Mo -0.202